Molecular formula: C33H45FN5O18
Method: DFT, ωB97M-V/def2-TZVPD

The LUMO energy comes out at -2.57 eV. As for the net charge: +1. The total energy is -81965.3579 eV.

Last column: Löwdin charge in e.
Positions of all 102 atoms, in Å:
H  5.1706  -2.2144  -0.4172  0.089
H  4.1434  -6.2581  2.1215  0.120
F  -2.5502  2.2184  -2.1468  -0.014
H  -1.5262  2.8871  -6.6566  0.110
H  -0.2981  -3.4898  -0.2796  0.131
H  -0.5721  1.6447  4.8331  0.112
H  -4.0148  6.2318  -8.8729  0.135
H  2.7519  -1.3056  -1.9953  0.093
H  -2.4920  -1.0317  -2.0034  0.141
O  -1.9743  4.0653  4.8015  0.065
C  3.6961  -3.9513  -2.3852  -0.154
H  -1.7269  7.3655  -9.9788  0.135
H  2.0979  -2.7522  -0.0738  0.078
H  3.4730  -0.1613  -0.8345  0.115
H  -3.1411  7.5149  -8.0165  0.136
H  -2.7099  0.7125  -3.5180  0.119
H  2.1312  -0.4575  1.6774  0.160
H  -3.6709  3.3099  10.3773  0.136
N  -0.0554  0.5340  1.1702  0.248
C  -1.0619  2.0098  -7.0944  -0.102
H  0.0245  -5.1506  -2.0339  0.124
N  -0.1531  -0.8293  -0.5976  0.126
C  4.7313  -1.8187  -1.3313  -0.182
H  -2.9623  1.3224  0.8698  0.145
C  -4.3551  2.2870  8.5747  -0.106
C  2.9827  -5.3357  0.4454  -0.505
C  -3.3072  2.6360  9.6072  -0.104
H  -1.4584  -1.9131  8.3451  0.108
O  -1.5644  4.6955  6.9297  0.159
O  -2.6339  5.5991  -7.4460  0.065
H  -5.3656  2.2806  8.9861  0.134
C  -3.0530  6.5229  -8.4607  -0.104
H  0.3323  -0.4708  -3.2590  0.105
H  5.3725  -1.0018  -1.6616  0.110
C  -0.0920  -3.1682  -1.2908  0.010
H  -4.3298  2.9385  7.7052  0.131
H  -0.6823  4.2218  3.1967  0.136
C  -2.0001  0.1744  -6.1820  -0.583
C  -0.9353  -1.9097  7.3927  -0.103
O  -0.4352  -0.5400  5.6177  0.024
N  0.2986  -3.8309  -3.5892  0.113
H  5.0208  -3.8183  2.5732  0.069
C  -1.9208  6.4303  -9.4619  -0.105
O  1.9343  -4.9412  0.8407  0.145
C  -0.3268  -0.5657  7.0522  -0.096
O  -0.6244  4.9134  -6.7092  0.137
O  -2.7899  -0.6712  -5.9088  0.160
H  5.6711  -4.0911  0.8692  0.051
C  3.3338  -1.2135  -1.0804  -0.157
H  -2.0761  5.6412  -10.1989  0.135
H  0.4154  2.0720  -5.4978  0.136
H  -2.4080  3.0583  9.1554  0.125
H  0.7098  -0.4688  7.3625  0.136
O  -3.9866  0.9484  8.2153  0.061
C  -1.1845  0.7329  0.5170  -0.370
H  3.4197  -2.0922  0.8367  0.114
H  0.7876  2.5477  4.1494  0.134
H  0.5001  -2.2556  -4.8975  0.117
O  -2.0588  0.9825  -7.2514  0.084
C  0.0764  -4.1026  -2.3013  -0.114
H  -0.9012  0.2664  7.4627  0.126
O  -1.8553  -2.1089  6.3082  0.084
C  -1.1683  3.4456  3.7911  -0.112
C  0.0149  -1.8216  -1.6074  -0.206
C  -2.4054  -0.0700  -1.5066  -0.035
O  -2.9789  1.3538  10.1609  0.070
H  -1.1203  0.9766  -2.8489  0.101
O  -2.0491  1.6336  0.9388  0.167
C  -1.2425  4.1213  5.9420  -0.571
O  -0.8094  6.0711  -8.6288  0.071
H  5.0510  -4.9361  -0.9939  0.108
O  -1.8863  -1.4451  4.1581  0.138
H  5.7292  -3.3021  -2.4891  0.115
C  -2.1808  0.9732  -2.6043  -0.166
O  -0.9051  0.4502  -5.4196  -0.001
H  4.4909  -5.9396  -2.2981  0.133
H  -3.3249  0.2178  -1.0061  0.139
C  0.3543  -2.5242  -3.8584  -0.108
C  -0.0698  1.3584  -6.1592  -0.096
C  4.9718  -4.3821  1.6471  0.014
C  0.2433  -1.4965  -2.9369  -0.008
H  3.5018  -4.2984  -3.3996  0.117
O  3.1074  -5.7593  -0.8277  0.016
C  -3.2867  0.4123  9.2426  -0.567
H  -0.6296  2.2758  -8.0546  0.141
N  1.7773  -0.8564  0.8248  0.125
C  4.1716  -5.1806  -1.5898  -0.143
H  0.6938  0.7819  -6.6843  0.134
C  -1.4410  -1.3785  5.2620  -0.581
N  -1.3017  -0.0456  -0.5573  0.061
O  -2.9701  -0.7327  9.3147  0.147
H  -0.2011  -2.7170  7.3821  0.135
H  2.7398  -3.6151  -1.9890  0.082
C  4.0798  -5.3966  1.4636  -0.040
C  4.7386  -2.8411  -2.4870  -0.185
C  -0.1918  2.6406  4.6114  -0.114
O  -0.1066  3.3960  5.8243  0.064
C  2.6238  -1.8310  0.1441  -0.146
H  4.6437  -2.2711  -3.4090  0.113
C  0.5806  -0.4132  0.4665  -0.275
H  -1.7727  2.8232  3.1400  0.110
C  -1.2924  5.4772  -7.5201  -0.577

Molecular formula: C12H32I2O4Zn
Method: DFT, ωB97M-V/def2-TZVPD

The energy relative to the best compared isomer or geometry (same formula, charge and spin) is 7.79 kJ/mol. The LUMO energy comes out at 0.01 eV. As for the net charge: 0. The total energy is -85776.0077 eV.

Last column: natural (NBO) charge in e.
Positions of all 51 atoms, in Å:
H  -17.2837  -6.6568  -17.8862  0.192
H  -20.0558  -1.0376  -22.4063  0.243
H  -15.8449  -5.7143  -18.3510  0.229
C  -18.2993  -7.1597  -20.3244  -0.634
C  -17.1418  -6.2417  -20.0123  0.084
H  -19.4396  -2.8083  -21.0108  0.500
H  -20.3071  -1.6404  -18.7195  0.211
H  -16.3001  -0.7121  -24.5548  0.241
Zn  -16.6782  -3.2912  -21.1991  1.506
H  -21.2438  -1.0349  -21.1057  0.205
I  -14.1609  -4.2982  -21.2173  -0.785
H  -14.9602  0.4348  -24.4547  0.214
H  -13.5244  -1.9909  -17.3373  0.220
H  -14.2857  -3.4900  -17.9260  0.241
H  -14.0895  0.4880  -21.5536  0.191
O  -18.6997  -2.2873  -20.6755  -0.782
H  -16.2038  -0.2918  -17.4879  0.199
H  -15.8491  0.3134  -19.1372  0.202
I  -17.8004  -3.8036  -23.5806  -0.784
H  -15.1073  -2.4692  -16.7315  0.190
H  -13.2996  -1.1104  -21.5620  0.234
H  -13.1605  -0.0288  -22.9540  0.220
H  -18.6992  -6.9206  -21.3092  0.237
H  -14.5751  0.2215  -17.9297  0.224
C  -14.4655  -2.4602  -17.6237  -0.634
C  -15.6940  -0.1199  -23.8695  -0.635
H  -17.9632  -8.1983  -20.3352  0.222
H  -18.2192  -4.6907  -19.3959  0.485
H  -16.3707  -0.4402  -21.4126  0.479
H  -15.9434  -7.4424  -18.7003  0.227
H  -20.2009  0.1177  -18.8669  0.219
C  -15.0665  -0.9952  -22.7986  0.083
C  -16.5156  -6.5139  -18.6587  -0.638
H  -14.4395  -1.6410  -19.5854  0.218
H  -16.3518  0.6276  -23.4093  0.192
H  -14.8152  -1.9755  -23.1982  0.226
H  -16.9047  -2.4385  -18.4569  0.480
C  -13.8336  -0.3811  -22.1708  -0.637
H  -20.4082  0.4653  -21.5180  0.222
C  -19.1828  -0.9526  -20.4293  0.106
H  -18.3480  -0.2755  -20.6124  0.162
H  -19.0886  -7.0768  -19.5717  0.193
C  -19.6466  -0.8179  -18.9875  -0.629
H  -16.3664  -6.3370  -20.7701  0.225
O  -16.3009  -2.3646  -19.2034  -0.781
C  -15.4730  -0.2775  -18.3002  -0.627
O  -16.0635  -1.2740  -21.7830  -0.793
H  -18.7986  -0.7536  -18.3025  0.205
O  -17.5802  -4.8593  -20.0959  -0.802
C  -20.2852  -0.6125  -21.4277  -0.648
C  -15.1205  -1.6754  -18.7380  0.079

Molecular formula: C4H12S
Method: DFT, ωB97M-V/def2-TZVPD

The energy relative to the best compared isomer or geometry (same formula, charge and spin) is 30.81 kJ/mol. The LUMO energy (alpha / beta) comes out at -3.55 / -8.64 eV. As for the net charge: +1. Its spin multiplicity is 2. The total energy is -15168.7750 eV.

Last column: Löwdin spin population.
Positions of all 17 atoms, in Å:
H  3.6673  -2.2662  -1.4915  0.025
H  -1.5106  3.0987  0.7433  0.000
C  2.9718  -2.8954  -0.9444  0.068
S  1.5074  -1.8258  -0.7462  0.752
H  -2.4216  3.7528  -0.4972  0.000
H  1.7109  -2.0760  1.6371  0.024
C  -3.1813  1.7811  0.1326  0.000
H  -3.8508  1.7621  -0.7316  0.000
H  0.8438  -0.6349  1.1878  -0.001
H  2.6395  -0.7167  1.0007  0.025
H  3.3214  -3.1425  0.0498  0.001
H  2.6735  -3.8075  -1.4691  0.010
H  -3.8694  2.1372  0.8948  0.000
H  -1.3074  2.5305  -0.8651  0.000
C  1.7036  -1.2562  0.9028  0.096
C  -2.0842  2.7759  -0.1324  0.000
H  -2.8139  0.7828  0.3287  0.000

Molecular formula: C4H10N2
Method: DFT, ωB97M-V/def2-TZVPD

As for the structure (SMILES): CC/C=N/NC. The energy relative to the best compared isomer or geometry (same formula, charge and spin) is 150.53 kJ/mol. The LUMO energy comes out at 1.12 eV. As for the net charge: 0. The total energy is -7289.0594 eV.

Last column: natural (NBO) charge in e.
Positions of all 16 atoms, in Å:
H  2.2671  0.2471  -1.5185  0.208
H  -2.5561  -1.4568  -0.3615  0.364
C  0.1552  -0.1546  0.2451  0.005
H  -2.3299  0.7536  1.1433  0.181
H  1.6393  -1.6304  0.1170  0.221
H  -3.6428  0.4686  -0.0105  0.212
H  2.4386  1.3725  -0.1215  0.202
N  -1.9830  -0.6507  -0.4343  -0.437
H  3.5720  -0.0625  -0.3153  0.215
C  2.5522  0.3066  -0.4354  -0.605
C  -2.5796  0.5624  0.0826  -0.443
H  -2.2536  1.4390  -0.4933  0.193
N  -0.6910  -1.0299  -0.1362  -0.231
H  1.8867  -0.5115  1.4835  0.202
C  1.5967  -0.5652  0.3992  -0.441
H  -0.0716  0.9118  0.3557  0.155

Molecular formula: C2H4N2S3
Method: DFT, ωB97M-V/def2-TZVPD

The energy relative to the best compared isomer or geometry (same formula, charge and spin) is 374.79 kJ/mol. The LUMO energy (alpha / beta) comes out at -1.21 / -0.96 eV. As for the net charge: 0. The total energy is -37620.5397 eV.

Last column: natural (NBO) charge in e.
Positions of all 11 atoms, in Å:
S  -2.0600  -1.6878  0.4647  0.499
S  -4.0389  0.4368  -0.2477  -0.003
C  -0.2159  0.7000  0.2458  -0.028
H  -1.4115  1.1121  -1.3819  0.433
H  1.5700  -2.1960  0.1111  0.099
H  -0.0612  1.0075  1.2344  0.189
N  -0.4150  -1.5675  0.5432  -0.874
H  0.7581  0.4627  -0.1611  0.209
N  -1.4251  0.7914  -0.4116  -0.637
S  0.4775  -2.4820  -0.5478  0.229
C  -2.4831  0.0953  0.0080  -0.116

Molecular formula: C14H17N3OS2
Method: DFT, ωB97M-V/def2-TZVPD

As for the structure (SMILES): O=C(NCc1cccs1)C1CCN(c2nccs2)CC1. The energy relative to the best compared isomer or geometry (same formula, charge and spin) is 33.73 kJ/mol. The LUMO energy comes out at 0.65 eV. As for the net charge: 0. The total energy is -42982.6127 eV.

Last column: natural (NBO) charge in e.
Positions of all 37 atoms, in Å:
H  -3.4396  -0.2531  4.8667  0.222
H  -1.8981  0.3747  -0.4153  0.400
C  -0.1566  1.2729  -1.0461  0.693
S  3.4446  0.2724  -0.2106  0.343
C  -2.4820  0.8749  3.2392  -0.254
C  1.1167  0.5958  -3.0925  -0.426
H  -0.9566  1.1964  -3.0022  0.239
N  1.3477  -0.7494  0.8873  -0.559
C  -1.1544  1.5565  1.1599  -0.255
H  2.9797  -0.4474  -2.6471  0.219
H  1.6450  1.4909  -2.7612  0.250
C  -0.7786  -0.8581  -2.3555  -0.420
N  -1.1585  1.0155  -0.1822  -0.617
H  -1.8138  -0.9131  -2.0167  0.209
H  1.7542  -1.4646  -3.4190  0.199
C  -2.8407  -0.2772  3.9740  -0.259
C  -1.7173  0.5955  2.1482  -0.216
H  -2.4710  -2.4255  3.7595  0.234
O  0.7364  2.0505  -0.7793  -0.634
C  3.2136  0.4449  1.4959  -0.466
H  1.0131  0.6354  -4.1769  0.209
H  -1.7282  2.4926  1.1993  0.205
C  1.9111  -0.6620  -2.6919  -0.214
H  1.6792  -0.1919  2.8791  0.211
N  1.4699  -1.1631  -1.4125  -0.443
C  2.0641  -0.1544  1.8752  -0.038
C  -0.2630  0.5831  -2.4150  -0.307
H  -0.2425  -1.7051  -0.4111  0.250
H  -0.1085  1.7955  1.3927  0.250
C  0.1231  -1.7000  -1.4377  -0.233
H  -2.7792  1.8720  3.5118  0.220
H  0.1674  -2.7344  -1.7982  0.198
H  -0.7565  -1.2575  -3.3722  0.212
S  -1.4236  -1.1061  2.0082  0.458
H  3.9323  0.9731  2.0870  0.238
C  1.9227  -0.6145  -0.2626  0.299
C  -2.3519  -1.4152  3.4220  -0.419

Q: What is the net charge in the third record?
A: +1